Formula: C52H49N7O4Sn
Source: the Open Molecules 2025 dataset
Level of theory: ωB97M-V with the def2-TZVPD basis set

Structure (ORCA input):
```
! wB97M-V def2-TZVPD RIJCOSX def2/J DEFGRID3
* xyz 2 1
Sn -0.050 -0.023 -0.518
C 6.623 6.901 2.524
O 5.947 6.651 1.292
C 5.052 5.652 1.254
C 4.396 5.462 0.033
C 3.446 4.474 -0.095
C 3.153 3.617 0.971
C 3.824 3.801 2.173
C 4.753 4.820 2.330
C 2.146 2.543 0.814
C 2.558 1.214 0.929
C 3.907 0.816 1.170
C 3.918 -0.540 1.225
C 2.575 -0.976 1.004
N 1.741 0.109 0.836
C 2.168 -2.311 1.109
C 0.839 -2.722 1.059
C 0.407 -4.075 1.233
C -0.924 -4.098 0.990
C -1.313 -2.760 0.663
C -2.598 -2.403 0.239
C -3.610 -3.471 0.047
C -4.105 -3.741 -1.233
C -5.011 -4.756 -1.442
C -5.491 -5.503 -0.363
O -6.391 -6.455 -0.658
C -6.938 -7.218 0.416
C -5.029 -5.224 0.922
C -4.081 -4.228 1.112
C -2.992 -1.095 -0.019
N -2.192 0.022 0.118
C -3.025 1.100 -0.110
C -2.629 2.436 -0.109
C -3.637 3.476 -0.426
C -3.432 4.348 -1.505
C -4.381 5.282 -1.854
C -5.554 5.403 -1.105
O -6.426 6.333 -1.522
C -7.636 6.503 -0.786
C -5.751 4.579 0.002
C -4.808 3.612 0.315
C -1.317 2.864 0.151
C -0.963 4.237 0.351
C 0.369 4.272 0.597
C 0.833 2.922 0.558
N -0.215 2.062 0.322
C -4.356 0.646 -0.374
C -4.338 -0.705 -0.308
N -0.233 -1.917 0.740
C 3.227 -3.335 1.288
C 3.297 -4.114 2.437
C 4.302 -5.056 2.610
C 5.239 -5.259 1.599
O 6.230 -6.161 1.648
C 6.352 -6.970 2.816
C 5.176 -4.483 0.439
C 4.198 -3.524 0.300
H 7.326 7.700 2.322
H 7.166 6.017 2.860
H 5.919 7.222 3.294
H 4.654 6.109 -0.794
H 2.939 4.347 -1.046
H 3.593 3.164 3.019
H 5.225 4.962 3.291
H 4.742 1.485 1.295
H 4.762 -1.181 1.417
H 1.035 -4.911 1.492
H -1.579 -4.953 1.018
H -3.758 -3.155 -2.078
H -5.372 -4.996 -2.434
H -7.590 -7.953 -0.043
H -7.520 -6.583 1.086
H -6.154 -7.729 0.976
H -5.405 -5.766 1.777
H -3.733 -4.011 2.116
H -2.526 4.262 -2.094
H -4.245 5.935 -2.707
H -8.209 7.250 -1.323
H -7.430 6.858 0.225
H -8.203 5.572 -0.745
H -6.627 4.690 0.623
H -4.962 2.978 1.181
H -1.648 5.068 0.340
H 0.975 5.134 0.819
H -5.204 1.275 -0.584
H -5.165 -1.382 -0.444
H 2.576 -3.958 3.232
H 4.352 -5.613 3.534
H 7.176 -7.648 2.624
H 5.443 -7.546 2.991
H 6.579 -6.358 3.691
H 5.910 -4.659 -0.337
H 4.169 -2.925 -0.604
N -0.059 -2.032 -2.281
C 0.886 -1.788 -3.378
C 2.206 -1.300 -2.813
N 2.087 -0.040 -2.070
C 2.228 1.192 -2.859
C 0.940 1.614 -3.550
N -0.129 1.767 -2.554
H 0.219 -2.858 -1.755
H -0.983 -2.225 -2.656
H 0.442 -1.052 -4.043
H 1.082 -2.685 -3.968
H 2.934 -1.220 -3.626
H 2.572 -2.057 -2.113
H 2.808 -0.032 -1.354
H 3.014 1.093 -3.614
H 2.527 1.984 -2.166
H 0.629 0.878 -4.286
H 1.140 2.541 -4.092
H -1.031 1.876 -3.006
H 0.028 2.614 -2.014
*
```

Summary:
ΔE to the lowest compared entry with this formula, charge and spin ... 0.000 eV
Gap between HOMO and LUMO ... 0.182 Ha
Highest occupied orbital energy ... -11.7 eV
Lowest unoccupied orbital energy ... -6.74 eV

Formula: C52H50FeN11O2PS
Source: the Open Molecules 2025 dataset
Level of theory: ωB97M-V with the def2-TZVPD basis set

Structure (ORCA input):
```
! wB97M-V def2-TZVPD RIJCOSX def2/J DEFGRID3
* xyz 2 5
Fe -0.511 -0.664 -0.228
C 4.232 2.401 -1.238
N 3.068 1.627 -1.575
C 2.070 1.260 -0.730
N 1.158 0.544 -1.372
C 1.564 0.455 -2.671
C 2.780 1.112 -2.805
C 3.662 1.185 -3.967
C 4.134 2.403 -4.447
C 4.904 2.444 -5.595
C 5.223 1.276 -6.266
C 4.775 0.057 -5.782
C 3.998 0.009 -4.640
C 0.776 -0.178 -3.724
C 0.911 0.220 -5.056
C 0.229 -0.440 -6.061
C -0.627 -1.486 -5.758
C -0.837 -1.835 -4.434
C -0.144 -1.183 -3.427
P 2.016 1.857 1.009
C 0.242 2.300 0.983
N -0.764 1.538 0.592
C -1.900 2.271 0.729
C -1.564 3.527 1.218
N -0.209 3.518 1.375
C 0.600 4.608 1.850
C -2.405 4.683 1.520
C -2.364 5.280 2.779
C -3.187 6.354 3.066
C -4.052 6.844 2.101
C -4.093 6.258 0.845
C -3.279 5.180 0.554
C -3.209 1.701 0.457
C -3.340 0.629 -0.426
C -4.580 0.081 -0.693
C -5.713 0.590 -0.080
C -5.592 1.638 0.819
C -4.353 2.183 1.095
C 1.813 0.241 1.852
N 0.935 -0.677 1.489
C 1.020 -1.694 2.382
C 1.997 -1.391 3.316
N 2.484 -0.161 2.963
C 3.498 0.588 3.658
C 2.423 -2.232 4.430
C 3.764 -2.530 4.665
C 4.107 -3.448 5.642
C 3.123 -4.071 6.392
C 1.790 -3.749 6.189
C 1.439 -2.836 5.214
C 0.156 -2.865 2.261
C 0.667 -4.156 2.347
C -0.185 -5.237 2.216
C -1.547 -5.043 2.033
C -2.056 -3.758 1.936
C -1.205 -2.670 2.026
H 4.433 2.308 -0.171
H 5.091 2.048 -1.807
H 4.078 3.457 -1.469
H 3.876 3.316 -3.935
H 5.250 3.395 -5.967
H 5.809 1.317 -7.170
H 5.029 -0.856 -6.301
H 3.651 -0.941 -4.260
H 1.543 1.055 -5.307
H 0.363 -0.139 -7.089
H -1.140 -2.014 -6.546
H -1.538 -2.622 -4.192
H -0.302 -1.466 -2.392
H 0.058 5.544 1.722
H 0.842 4.480 2.908
H 1.531 4.651 1.284
H -1.706 4.887 3.540
H -3.152 6.808 4.044
H -4.695 7.680 2.329
H -4.764 6.646 0.094
H -3.308 4.718 -0.422
H -2.462 0.256 -0.964
H -4.662 -0.744 -1.384
H -6.684 0.178 -0.303
H -6.469 2.034 1.306
H -4.266 2.989 1.805
H 3.598 0.200 4.671
H 4.457 0.503 3.141
H 3.215 1.640 3.702
H 4.535 -2.074 4.061
H 5.145 -3.691 5.808
H 3.398 -4.799 7.140
H 1.024 -4.222 6.784
H 0.403 -2.581 5.047
H 1.725 -4.294 2.526
H 0.216 -6.238 2.260
H -2.212 -5.890 1.968
H -3.113 -3.597 1.786
H -1.590 -1.653 1.971
C -0.254 -6.201 -1.552
O -1.034 -5.044 -1.253
C -0.484 -3.869 -1.015
O -1.192 -2.888 -0.843
N 0.872 -3.779 -1.010
N 1.479 -2.528 -0.806
H -0.976 -6.998 -1.723
H 0.386 -6.485 -0.712
H 0.340 -6.060 -2.460
H 1.457 -4.601 -1.096
H 1.983 -2.237 -1.643
H 2.128 -2.576 -0.024
N -2.840 0.496 3.367
C -1.758 0.349 2.978
H -3.783 0.617 3.669
N -3.022 0.593 -3.860
C -2.808 1.880 -3.556
N -3.731 2.774 -3.921
S -1.447 2.344 -2.707
H -3.802 0.324 -4.440
H -2.270 -0.068 -3.727
H -4.528 2.499 -4.471
H -3.597 3.748 -3.718
*
```

Summary:
Gap between HOMO and LUMO (alpha / beta) ... 0.296 / 0.268 Ha
Expectation value of S² ... 6.0062
Highest occupied orbital energy (alpha / beta) ... -12.1 / -12.1 eV
Lowest unoccupied orbital energy (alpha / beta) ... -4.02 / -4.78 eV

Formula: C52H50N6O27P
Source: the Open Molecules 2025 dataset
Level of theory: ωB97M-V with the def2-TZVPD basis set

Structure (ORCA input):
```
! wB97M-V def2-TZVPD RIJCOSX def2/J DEFGRID3
* xyz 1 1
C 3.603 6.096 0.955
C 3.011 5.322 1.660
C 2.331 4.291 2.450
N 1.056 3.882 1.838
C -0.164 4.443 2.414
C -0.497 5.832 1.812
C -1.972 6.041 1.508
O -2.109 7.248 0.730
C -1.785 7.077 -0.588
C -2.863 6.690 -1.563
O -0.667 7.274 -0.972
C 1.139 3.088 0.790
N 2.326 2.653 0.322
C 2.066 1.878 -0.700
C 3.171 1.237 -1.480
C 4.282 2.260 -1.574
C 4.267 3.237 -2.507
N 0.736 1.761 -0.918
P 0.005 0.762 -2.140
N -0.585 1.507 -3.364
N 0.125 2.591 0.036
N -1.230 2.742 0.148
C -1.858 3.431 -0.997
C -1.844 1.539 0.642
C -3.158 1.083 0.078
O -1.294 0.954 1.532
H 4.056 6.766 0.264
H 2.112 4.731 3.422
H 2.976 3.439 2.644
H 0.041 4.598 3.470
H -0.997 3.748 2.363
H -0.166 6.598 2.513
H 0.108 5.972 0.917
H -2.438 5.187 1.015
H -2.509 6.241 2.433
H -3.269 7.583 -2.036
H -2.383 6.083 -2.326
H -3.667 6.131 -1.085
H 2.871 0.962 -2.492
H 3.526 0.378 -0.906
H 5.095 2.220 -0.855
H 4.158 3.016 -3.567
H 4.321 4.289 -2.249
H 1.067 -0.057 -2.506
H -0.879 -0.063 -1.429
H -1.569 1.291 -3.484
H -2.654 4.084 -0.652
H -2.234 2.757 -1.759
H -1.097 4.046 -1.473
H -3.989 1.637 0.515
H -3.201 1.114 -1.008
H -3.257 0.041 0.372
C 3.839 -0.782 -6.010
C 2.562 -0.719 -5.610
C 1.853 -1.901 -4.998
O 0.701 -1.721 -4.627
C 2.566 -3.144 -4.867
C 3.842 -3.220 -5.273
C 4.567 -2.032 -5.863
O 5.729 -2.188 -6.181
O 4.562 -4.327 -5.183
O 1.804 0.367 -5.686
H 4.359 0.061 -6.443
H 2.046 -3.985 -4.432
H 5.447 -4.109 -5.538
H 0.936 0.089 -5.326
C 5.286 1.177 4.593
C 6.280 0.468 5.151
C 6.683 0.655 6.596
O 7.582 -0.046 7.014
C 5.983 1.651 7.384
C 4.994 2.359 6.822
C 4.578 2.152 5.387
O 3.653 2.832 4.966
O 4.306 3.288 7.471
O 6.980 -0.442 4.499
H 4.990 1.048 3.561
H 6.287 1.791 8.412
H 3.654 3.641 6.838
H 7.628 -0.800 5.139
C 5.266 -5.296 0.811
C 4.176 -4.833 0.186
C 3.963 -5.028 -1.294
O 2.928 -4.596 -1.775
C 4.986 -5.703 -2.059
C 6.083 -6.164 -1.439
C 6.283 -6.000 0.049
O 7.298 -6.462 0.531
O 7.065 -6.789 -2.064
O 3.204 -4.172 0.808
H 5.428 -5.166 1.872
H 4.825 -5.815 -3.122
H 7.727 -7.016 -1.381
H 2.538 -3.944 0.126
C -6.371 7.079 1.007
C -7.365 7.962 0.810
C -8.617 7.597 0.045
O -9.469 8.453 -0.067
C -8.722 6.258 -0.506
C -7.727 5.386 -0.308
C -6.490 5.742 0.475
O -5.625 4.889 0.626
O -7.743 4.143 -0.779
O -7.336 9.200 1.261
H -5.474 7.330 1.555
H -9.613 6.008 -1.065
H -6.909 3.732 -0.486
H -8.176 9.617 0.982
C -2.562 -5.026 1.842
C -1.891 -4.078 1.181
C -0.483 -4.291 0.692
O 0.048 -3.371 0.082
C 0.163 -5.547 0.972
C -0.499 -6.505 1.639
C -1.923 -6.303 2.107
O -2.457 -7.229 2.684
O 0.023 -7.680 1.936
O -2.394 -2.880 0.894
H -3.575 -4.886 2.193
H 1.177 -5.674 0.624
H -0.667 -8.180 2.416
H -1.684 -2.413 0.412
C -4.293 -8.429 -0.295
C -5.033 -7.425 -0.780
C -6.312 -7.664 -1.543
O -6.919 -6.680 -1.926
C -6.734 -9.029 -1.775
C -5.994 -10.038 -1.293
C -4.726 -9.798 -0.508
O -4.129 -10.773 -0.095
O -6.304 -11.313 -1.460
O -4.717 -6.142 -0.637
H -3.378 -8.269 0.257
H -7.644 -9.190 -2.336
H -5.606 -11.827 -1.010
H -5.433 -5.645 -1.082
*
```

Summary:
Gap between HOMO and LUMO ... 0.280 Ha
Highest occupied orbital energy ... -11.0 eV
Lowest unoccupied orbital energy ... -3.36 eV

Formula: C52H51CoN6OP2S
Source: the Open Molecules 2025 dataset
Level of theory: ωB97M-V with the def2-TZVPD basis set

Structure (ORCA input):
```
! wB97M-V def2-TZVPD RIJCOSX def2/J DEFGRID3
* xyz 2 5
Co 0.109 -0.207 -0.197
C -5.069 1.691 -2.306
C -4.221 1.997 -1.254
C -3.156 1.155 -0.965
C -2.943 0.010 -1.711
C -3.784 -0.298 -2.773
C -4.844 0.545 -3.065
N -1.811 -0.790 -1.321
N -1.793 -1.925 -1.819
C -0.675 -2.717 -1.450
C -0.749 -4.044 -1.869
C 0.258 -4.921 -1.510
C 1.321 -4.445 -0.750
C 1.378 -3.108 -0.368
C 0.391 -2.181 -0.714
H -5.900 2.344 -2.542
H -4.385 2.889 -0.661
H -2.469 1.381 -0.157
H -3.601 -1.193 -3.353
H -5.501 0.311 -3.892
H -1.603 -4.366 -2.453
H 0.222 -5.957 -1.819
H 2.117 -5.123 -0.463
H 2.238 -2.797 0.222
C 0.011 1.415 3.185
N -1.302 0.953 3.641
C -2.175 0.238 2.716
P -1.257 -1.041 1.666
C -0.304 -1.893 2.964
C 1.087 -1.896 2.869
C 1.857 -2.498 3.857
C 1.239 -3.102 4.943
C -0.148 -3.108 5.043
C -0.917 -2.509 4.057
C -2.636 -2.161 1.314
C -2.360 -3.515 1.119
C -3.372 -4.379 0.727
C -4.657 -3.900 0.516
C -4.933 -2.550 0.690
C -3.925 -1.680 1.077
C -1.680 1.148 4.928
C -3.058 1.115 5.287
C -3.425 1.325 6.590
C -2.451 1.546 7.571
C -1.093 1.570 7.234
C -0.700 1.389 5.934
P 0.104 2.042 1.417
C 1.677 2.965 1.620
C 1.803 4.251 1.094
C 3.002 4.943 1.202
C 4.085 4.366 1.852
C 3.965 3.090 2.386
C 2.775 2.389 2.258
C -1.117 3.396 1.439
C -1.480 4.084 2.600
C -2.371 5.145 2.538
C -2.897 5.544 1.315
C -2.534 4.877 0.155
C -1.659 3.800 0.219
H 0.716 0.581 3.249
H 0.357 2.206 3.839
H -2.655 0.949 2.036
H -2.937 -0.288 3.278
H 1.568 -1.443 2.005
H 2.936 -2.509 3.773
H 1.836 -3.582 5.706
H -0.629 -3.591 5.883
H -2.000 -2.539 4.130
H -1.354 -3.894 1.260
H -3.152 -5.428 0.580
H -5.444 -4.576 0.208
H -5.931 -2.171 0.511
H -4.156 -0.625 1.170
H -3.817 0.991 4.529
H -4.473 1.331 6.856
H -2.752 1.698 8.599
H -0.347 1.718 8.003
H 0.352 1.360 5.691
H 0.950 4.732 0.628
H 3.084 5.946 0.801
H 5.012 4.914 1.954
H 4.802 2.639 2.904
H 2.716 1.382 2.657
H -1.056 3.825 3.563
H -2.642 5.672 3.444
H -3.586 6.378 1.269
H -2.936 5.185 -0.802
H -1.396 3.275 -0.693
N 1.251 4.442 -2.900
C 0.790 3.170 -3.041
C 0.813 2.258 -1.974
N 0.377 1.013 -2.115
C -0.048 0.641 -3.326
C -0.070 1.551 -4.368
N 0.321 2.813 -4.233
H 1.563 4.796 -2.015
H 1.187 5.068 -3.684
H 1.226 2.540 -1.011
H -0.354 -0.386 -3.462
H -0.428 1.252 -5.346
O 2.225 0.226 0.033
S 3.427 -0.395 -0.680
C 4.804 -0.178 0.486
C 5.815 0.778 -0.148
C 4.989 1.762 -0.974
C 4.064 0.877 -1.798
H 5.202 -1.155 0.753
H 4.318 0.273 1.352
H 6.497 0.230 -0.801
H 6.418 1.266 0.617
H 5.608 2.395 -1.610
H 4.401 2.410 -0.318
H 4.601 0.344 -2.587
H 3.199 1.370 -2.235
*
```

Summary:
ΔE to the lowest compared entry with this formula, charge and spin ... 0.053 eV
Gap between HOMO and LUMO (alpha / beta) ... 0.274 / 0.170 Ha
Expectation value of S² ... 6.0461
Highest occupied orbital energy (alpha / beta) ... -12.0 / -12.6 eV
Lowest unoccupied orbital energy (alpha / beta) ... -4.53 / -7.95 eV